{
  "formula": "C14H17AuN4O4S",
  "method": "wB97M-V/def2-TZVPD",
  "species": ["Au", "O", "C", "O", "C", "C", "C", "C", "C", "N", "C", "O", "O", "H", "H", "H", "H", "H", "C", "C", "N", "C", "C", "N", "C", "C", "H", "H", "H", "H", "H", "H", "H", "H", "H", "H", "H", "H", "S", "C", "N"],
  "coordinates": [[-0.924469, -0.505080, 0.180382], [-0.396418, 4.026775, 0.477575], [-0.567438, 2.722497, 0.303769], [0.339258, 1.929373, 0.247935], [-2.029568, 2.387361, 0.126844], [-2.952074, 3.419729, 0.060991], [-4.285848, 3.111779, -0.130374], [-4.642381, 1.780481, -0.234049], [-3.672507, 0.793048, -0.141553], [-2.375049, 1.095222, 0.027473], [-4.038703, -0.679922, -0.279803], [-5.302529, -1.021091, -0.061025], [-3.238981, -1.507281, -0.613305], [0.551722, 4.212206, 0.562042], [-2.620698, 4.442204, 0.149551], [-5.031661, 3.890886, -0.205033], [-5.677623, 1.535111, -0.426103], [-5.846197, -0.316815, 0.311864], [3.864040, -1.567677, -0.303292], [5.445943, -1.157776, -0.292029], [5.487271, 0.248556, -0.066922], [4.917145, 0.990613, -1.141855], [3.342149, 0.559294, -1.206353], [3.123737, -0.359170, -0.135794], [3.355171, 0.241634, 1.137978], [4.944291, 0.616053, 1.198806], [3.670340, -2.252726, 0.518481], [3.630263, -2.038536, -1.255031], [5.889656, -1.407229, -1.252320], [5.947877, -1.695221, 0.508365], [5.395450, 0.739882, -2.085051], [4.990574, 2.058142, -0.951377], [3.143166, 0.086830, -2.165163], [2.722196, 1.443139, -1.080941], [3.126065, -0.452878, 1.942538], [2.765586, 1.149463, 1.238336], [5.417594, 0.052906, 1.998834], [5.053279, 1.683624, 1.371402], [-0.303499, -4.986562, 0.471388], [-0.064483, -3.386029, 0.457347], [0.153152, -2.234985, 0.450325]],
  "forces_ev_per_a": [[-0.02, -0.14, 0.13], [0.02, -0.05, 0.08], [0.04, 0.05, -0.24], [-0.03, -0.02, 0.06], [0.03, 0.00, 0.08], [-0.03, 0.00, -0.01], [0.06, -0.04, -0.01], [-0.08, 0.04, -0.06], [0.00, -0.04, 0.03], [0.14, -0.02, 0.04], [-0.07, 0.01, -0.10], [0.00, 0.04, 0.05], [0.09, 0.06, -0.03], [-0.02, 0.03, 0.01], [0.00, -0.01, 0.00], [0.00, 0.01, 0.00], [0.00, -0.09, 0.01], [0.00, 0.01, 0.04], [0.07, 0.00, 0.00], [-0.05, -0.02, 0.00], [0.05, 0.02, 0.00], [-0.06, -0.01, 0.00], [0.04, 0.01, 0.00], [0.01, -0.02, -0.01], [0.04, 0.03, 0.00], [-0.06, -0.01, 0.00], [-0.01, 0.00, -0.01], [-0.01, 0.00, 0.00], [0.01, 0.00, 0.00], [0.01, 0.01, 0.00], [0.01, 0.00, 0.00], [0.01, 0.00, -0.01], [-0.01, 0.00, 0.00], [-0.02, 0.00, 0.00], [-0.01, 0.00, 0.00], [-0.02, -0.02, 0.01], [0.01, 0.01, 0.00], [0.01, 0.00, 0.00], [0.01, 0.05, 0.01], [0.11, -0.10, 0.03], [-0.28, 0.23, -0.12]],
  "total_charge": 2,
  "lumo_energy_ev": [-6.3, -9.2],
  "homo_lumo_gap_ev": [8.6, 5.8],
  "relative_energy_kcal_mol": 0.0,
  "homo_energy_ev": [-14.830, -14.997],
  "max_force_ha_per_bohr": 0.007,
  "multiplicity": 3,
  "total_energy_ha": -1596.94795
}

***

{
  "formula": "C14H17B2F4N6O8Tc",
  "method": "wB97M-V/def2-TZVPD",
  "species": ["Tc", "C", "C", "N", "O", "B", "F", "F", "O", "N", "C", "C", "C", "N", "O", "B", "F", "F", "O", "N", "C", "C", "C", "H", "H", "H", "H", "H", "H", "H", "H", "H", "H", "H", "H", "C", "C", "N", "C", "C", "N", "C", "O", "O", "C", "O", "O", "H", "H", "H", "H", "H"],
  "coordinates": [[-0.434256, 0.177028, 0.187602], [-1.075702, 2.999111, 3.452707], [-0.500649, 2.123465, 2.411123], [-1.108677, 1.125075, 1.877814], [-2.390989, 0.895727, 2.273809], [-2.853284, -0.414118, 2.254853], [-4.094128, -0.633529, 2.524123], [-2.237255, -0.261330, -0.130206], [-2.017567, -1.536346, 2.139519], [-0.832086, -1.442367, 1.541683], [0.015248, -2.386571, 1.826313], [-0.210114, -3.502503, 2.778773], [1.229490, -2.211561, 1.067887], [1.189191, -1.122763, 0.252998], [2.134931, -0.910152, -0.526192], [2.724117, 1.481910, -0.882648], [1.731693, 1.594938, -1.755469], [3.970447, 1.439205, -1.231524], [2.452731, 1.509264, 0.489377], [1.152854, 1.463295, 0.922771], [0.869358, 2.303267, 1.860281], [1.782022, 3.335711, 2.401673], [2.410825, -3.079518, 1.147814], [-1.884977, 2.510762, 3.986170], [-1.486318, 3.891138, 2.962402], [-0.306737, 3.328635, 4.149198], [-1.225001, -3.507164, 3.158353], [0.487543, -3.412346, 3.616971], [-0.007128, -4.456414, 2.288268], [2.638165, 3.498599, 1.760051], [2.143407, 3.019245, 3.386276], [1.238269, 4.271105, 2.541786], [2.132391, -4.102520, 1.397836], [3.050824, -2.714950, 1.966572], [3.008481, -3.043896, 0.240042], [0.344839, -2.704192, -2.784329], [-0.196999, -1.357743, -2.980588], [-0.375916, -0.387830, -2.041929], [-0.941312, 0.640544, -2.668794], [-1.127721, 0.329749, -4.062405], [-0.650964, -0.904359, -4.185865], [-1.680985, 1.003889, -5.318290], [-2.126927, 2.220031, -5.236832], [-1.622812, 0.308588, -6.289479], [-1.280237, 1.894551, -1.941209], [-1.843233, 2.792274, -2.503852], [-0.860507, 1.878604, -0.698282], [1.158530, -2.690908, -2.066588], [0.691253, -3.130651, -3.724940], [-0.455350, -3.353259, -2.401535], [-0.647584, -1.391400, -5.086403], [-2.081195, 2.622680, -4.347685]],
  "forces_ev_per_a": [[0.04, -0.25, -0.24], [0.03, 0.04, -0.01], [0.01, 0.02, 0.02], [-0.05, -0.05, 0.07], [-0.03, -0.04, 0.09], [-0.31, 0.21, -0.03], [0.12, 0.02, -0.03], [-0.04, 0.12, 0.09], [0.05, -0.11, 0.05], [0.02, 0.04, -0.18], [0.28, -0.18, 0.00], [0.08, 0.02, 0.01], [0.08, -0.20, 0.08], [-0.07, 0.34, -0.04], [0.08, -0.21, 0.10], [0.05, 0.35, 0.01], [0.06, -0.07, 0.01], [-0.15, -0.13, 0.04], [-0.04, -0.04, -0.03], [-0.07, -0.07, 0.07], [0.06, 0.02, -0.08], [-0.06, -0.02, 0.04], [-0.06, 0.02, 0.00], [-0.02, -0.01, 0.01], [0.01, -0.01, 0.01], [-0.01, 0.00, 0.01], [-0.04, 0.00, 0.02], [-0.01, -0.02, -0.01], [-0.01, 0.00, 0.00], [0.06, 0.01, -0.05], [-0.01, 0.01, 0.00], [0.00, 0.00, 0.00], [0.00, 0.01, 0.00], [0.00, -0.01, 0.00], [0.02, 0.01, -0.01], [-0.10, -0.02, -0.06], [0.02, -0.16, 0.08], [-0.09, 0.10, 0.02], [0.01, 0.01, -0.06], [-0.09, 0.12, -0.05], [0.07, -0.05, 0.15], [0.08, 0.08, 0.02], [-0.01, -0.08, -0.20], [-0.06, 0.02, -0.03], [0.07, 0.00, 0.12], [0.04, 0.05, -0.03], [-0.07, 0.10, -0.19], [0.08, -0.02, 0.05], [0.01, -0.01, 0.01], [0.02, 0.02, 0.00], [-0.01, 0.00, -0.02], [-0.05, 0.01, 0.17]],
  "total_charge": 3,
  "lumo_energy_ev": [-11.3, -13.6],
  "homo_lumo_gap_ev": [8.7, 6.2],
  "homo_energy_ev": [-19.962, -19.805],
  "max_force_ha_per_bohr": 0.007,
  "multiplicity": 4,
  "total_energy_ha": -2003.22117
}

***

{
  "formula": "C14H17BaN3",
  "method": "wB97M-V/def2-TZVPD",
  "species": ["C", "C", "H", "H", "H", "H", "H", "H", "C", "C", "C", "C", "H", "H", "H", "H", "N", "C", "C", "N", "C", "C", "C", "H", "H", "C", "H", "H", "Ba", "C", "H", "H", "H", "N", "C"],
  "coordinates": [[1.317421, -1.341424, 3.273062], [-0.888780, -0.304202, 3.499098], [2.036507, -1.791287, 2.574635], [0.957900, -2.113472, 3.966159], [1.845057, -0.573938, 3.866279], [-1.794049, 0.045291, 2.990429], [-1.159241, -1.156685, 4.136602], [-0.510152, 0.501298, 4.141400], [2.540110, -0.171239, -2.431787], [3.348188, 0.037624, -3.542834], [2.853247, 0.820004, -4.590091], [1.576925, 1.376536, -4.497779], [2.881553, -0.714763, -1.541693], [4.347562, -0.393016, -3.574435], [3.455181, 1.005253, -5.478356], [1.157086, 2.004065, -5.283909], [1.275624, 0.306989, -2.378816], [0.788744, 1.116145, -3.368669], [-0.605021, 1.600994, -3.209147], [-1.372452, 1.000922, -2.243652], [-2.647660, 1.408800, -2.042142], [-2.501180, 2.935904, -3.886093], [-3.246006, 2.372170, -2.847039], [-3.167557, 0.919429, -1.210773], [-4.275208, 2.661717, -2.647931], [-1.168074, 2.565106, -4.054939], [-0.542709, 3.001432, -4.835166], [-2.952023, 3.662124, -4.557663], [-0.442250, -1.233060, -1.406477], [0.024985, 0.793389, 0.577598], [-0.956841, 0.923114, 0.076333], [0.818175, 0.897701, -0.189138], [0.120265, 1.652224, 1.275204], [0.125553, -0.560209, 1.227110], [0.167817, -0.718925, 2.507750]],
  "forces_ev_per_a": [[0.16, -1.32, -1.01], [-0.49, 1.05, -0.48], [-0.11, 0.13, 0.26], [0.17, 0.19, -0.04], [-0.43, -0.09, -0.33], [0.16, 0.02, 0.13], [0.20, 0.18, -0.17], [-0.13, -0.17, 0.06], [0.36, 0.66, -1.35], [0.51, -0.89, 1.99], [-1.78, 1.24, -1.12], [1.56, -0.32, -0.77], [-0.05, -0.02, -0.38], [-0.20, 0.18, 0.04], [-0.13, -0.06, 0.19], [0.36, -0.27, 0.06], [0.41, -1.06, 0.87], [-2.88, 1.49, 0.50], [3.02, -0.82, -0.44], [-0.67, -0.64, 0.64], [0.21, 0.97, -1.03], [1.87, 0.12, -1.19], [-0.65, -1.05, 1.85], [-0.05, 0.15, -0.29], [0.22, 0.00, -0.08], [-1.54, 0.72, -0.52], [-0.40, 0.00, 0.20], [0.10, -0.08, 0.12], [-0.28, -0.84, 0.01], [-1.66, 0.23, 0.58], [0.51, 0.27, 0.18], [-0.41, -0.19, 0.49], [-0.06, -0.75, -0.16], [2.41, 0.72, 0.79], [-0.34, 0.27, 0.39]],
  "total_charge": 0,
  "lumo_energy_ev": [-0.4, -0.4],
  "homo_lumo_gap_ev": [2.8, 2.8],
  "relative_energy_kcal_mol": 0.0,
  "homo_energy_ev": [-3.280, -3.267],
  "max_force_ha_per_bohr": 0.064,
  "total_energy_ha": -733.27724
}

***

{
  "formula": "C14H17BrCl2IN4O7",
  "method": "wB97M-V/def2-TZVPD",
  "species": ["C", "C", "C", "N", "C", "Br", "N", "C", "N", "I", "C", "Cl", "C", "C", "Cl", "N", "O", "H", "H", "H", "H", "H", "H", "H", "H", "H", "C", "C", "O", "C", "O", "O", "H", "H", "H", "H", "C", "C", "O", "C", "O", "O", "H", "H", "H", "H"],
  "coordinates": [[6.232829, -1.147325, -2.588383], [5.551532, 0.051132, -2.926952], [5.071485, 1.158241, -1.894377], [3.597005, 1.236656, -1.679994], [3.100604, 1.291012, -0.358387], [3.998131, 1.279654, 1.374185], [1.652523, 1.405024, -0.345724], [1.408421, 1.395567, -1.767209], [0.145313, 1.491939, -2.207400], [-0.532055, 1.451192, -4.138115], [-0.889997, 1.646496, -1.154414], [-1.479126, 3.331907, -0.794756], [-1.433651, 0.575629, -0.435065], [-1.017253, -0.931676, -0.703123], [-2.696869, 0.976852, 0.820775], [2.561487, 1.281090, -2.588040], [2.799818, 1.266360, -3.898108], [5.840385, -1.894502, -1.837281], [7.190006, -1.362636, -3.169214], [5.364953, 0.266266, -4.035188], [5.450703, 2.164757, -2.298176], [5.642229, 0.987555, -0.927331], [-0.155025, -1.286562, -0.033961], [-1.915436, -1.567859, -0.377482], [-0.842995, -1.166561, -1.801061], [3.065364, 2.160525, -4.223078], [1.223376, -1.191920, 4.211290], [1.315618, -0.980031, 2.728851], [1.118962, -2.286368, 2.205419], [0.433012, -2.996910, 3.145124], [-0.039361, -4.075644, 2.959400], [0.356602, -2.314101, 4.319145], [0.807703, -0.328533, 4.731927], [2.188342, -1.445981, 4.659182], [0.525232, -0.324545, 2.349538], [2.283440, -0.580540, 2.421847], [-6.018071, 0.016457, 0.431660], [-6.395076, -0.298201, 1.849173], [-7.647254, 0.356570, 1.998553], [-8.182413, 0.490902, 0.753583], [-9.298890, 0.848041, 0.535478], [-7.276822, 0.164108, -0.209963], [-5.437453, -0.781691, -0.032974], [-5.464889, 0.955446, 0.343977], [-6.533549, -1.369946, 2.017748], [-5.668887, 0.082154, 2.568902]],
  "forces_ev_per_a": [[-0.97, 2.05, -0.91], [0.68, -1.40, 0.19], [1.01, -0.82, -1.94], [1.36, -0.03, 5.20], [-3.81, 0.42, -2.09], [-0.54, 0.09, -2.41], [4.92, -0.59, -4.25], [0.29, 0.10, 1.15], [-1.27, 0.10, 1.67], [0.13, 0.02, 0.15], [-1.30, -0.94, 1.33], [1.10, -1.77, -0.87], [1.08, 1.18, -1.53], [-1.25, -0.10, 1.02], [1.81, -0.92, -1.52], [-1.45, 0.59, 3.94], [0.15, 0.08, -0.75], [1.27, 1.54, 0.08], [-2.10, -0.58, 0.07], [1.38, 0.37, 1.64], [-0.65, -1.44, 0.48], [-1.42, 0.17, -0.98], [-1.07, 0.76, -1.08], [1.29, 0.88, -0.53], [-0.02, 0.61, 1.40], [-0.38, -0.34, 0.55], [0.19, 0.43, 0.65], [0.21, 0.58, -0.39], [-0.09, -0.09, 0.17], [-0.55, -1.09, 0.12], [0.31, 0.74, 0.02], [0.08, -0.10, -0.56], [-0.09, -0.21, 0.04], [-0.05, -0.01, -0.05], [0.01, 0.01, 0.04], [-0.18, -0.27, -0.04], [0.57, -0.03, -0.41], [0.36, -0.32, 0.60], [-0.02, 0.07, -0.46], [-1.09, 0.33, -0.14], [0.74, -0.22, 0.12], [-0.18, 0.02, 0.36], [-0.16, 0.07, -0.11], [-0.08, -0.03, 0.01], [0.00, 0.06, -0.03], [-0.22, 0.05, 0.05]],
  "total_charge": 1,
  "lumo_energy_ev": -4.5,
  "homo_lumo_gap_ev": 7.8,
  "homo_energy_ev": -12.369,
  "max_force_ha_per_bohr": 0.127,
  "total_energy_ha": -5080.94608
}